[1]
Below is a molecular structure, C42H47BN4O3PSTc at a distorted geometry, with properties calculated with the ωB97M-V functional and the def2-TZVPD basis.

The expectation value of S² is 3.785. The value obtained for the molar mass is 827.7 g mol⁻¹. As for the total energy: -2918.4954 Ha.

ORCA input file:
```
! RIJCOSX wB97M-V def2-TZVPD def2/J DEFGRID3
* xyz 1 4
Tc 0.86 -0.98 -0.47
N 0.82 -3.07 0.40
C 0.91 -4.09 -0.69
C 0.06 -3.65 -1.86
N 0.36 -2.23 -2.24
C 1.35 -2.02 -3.32
C 2.75 -2.23 -2.79
N 2.91 -1.42 -1.56
H 1.53 -3.24 1.11
H -0.07 -3.14 0.88
H 0.59 -5.07 -0.35
H 1.96 -4.16 -0.97
H -0.99 -3.69 -1.56
H 0.20 -4.33 -2.70
H -0.50 -1.81 -2.58
H 1.25 -0.99 -3.62
H 1.15 -2.66 -4.18
H 3.45 -1.95 -3.58
H 2.94 -3.28 -2.57
H 3.18 -0.47 -1.77
H 3.64 -1.80 -0.96
C 1.12 6.21 -1.22
C 2.14 7.05 -0.49
O 2.21 8.24 -0.60
S 3.34 6.26 0.61
C 2.81 4.57 0.70
C 3.31 3.64 -0.20
C 2.92 2.31 -0.11
C 2.04 1.89 0.88
C 1.56 2.82 1.80
C 1.93 4.16 1.71
C 1.59 0.50 0.91
C 1.04 -0.42 1.57
H 0.78 6.77 -2.09
H 0.26 6.04 -0.56
H 1.51 5.23 -1.52
H 4.00 3.95 -0.98
H 3.29 1.59 -0.82
H 0.87 2.49 2.58
H 1.56 4.89 2.42
N 0.30 0.50 -1.57
P -0.27 1.48 -2.59
C 0.98 2.52 -3.40
C 0.69 3.77 -3.95
C 1.70 4.53 -4.53
C 3.01 4.04 -4.57
C 3.30 2.79 -4.04
C 2.29 2.04 -3.46
C -1.14 0.65 -3.95
C -2.24 -0.16 -3.61
C -2.84 -0.95 -4.58
C -2.37 -0.94 -5.89
C -1.29 -0.13 -6.23
C -0.68 0.67 -5.27
C -1.52 2.58 -1.88
C -1.52 2.75 -0.50
C -2.46 3.59 0.10
C -3.39 4.27 -0.69
C -3.40 4.09 -2.07
C -2.47 3.24 -2.67
H -0.32 4.17 -3.91
H 1.48 5.51 -4.95
H 3.79 4.64 -5.02
H 4.32 2.42 -4.06
H 2.49 1.07 -3.02
H -2.61 -0.16 -2.59
H -3.70 -1.57 -4.32
H -2.84 -1.55 -6.65
H -0.93 -0.11 -7.26
H 0.16 1.31 -5.54
H -0.80 2.21 0.10
H -2.47 3.72 1.18
H -4.12 4.92 -0.22
H -4.14 4.60 -2.68
H -2.51 3.07 -3.74
C -3.49 -3.35 7.31
C -2.58 -4.45 6.75
C -3.42 -5.39 5.85
C -2.03 -5.27 7.93
C -1.45 -3.85 5.90
C -0.13 -4.32 6.01
C 0.92 -3.82 5.23
C 0.60 -2.83 4.34
O 1.44 -2.15 3.43
B 0.60 -1.26 2.77
O -0.71 -1.37 3.22
C -0.68 -2.36 4.21
C -1.73 -2.84 4.97
H -4.21 -3.79 8.01
H -4.06 -2.84 6.53
H -2.91 -2.60 7.85
H -4.23 -5.84 6.43
H -2.79 -6.19 5.45
H -3.86 -4.84 5.01
H -2.86 -5.60 8.56
H -1.35 -4.67 8.55
H -1.49 -6.17 7.59
H 0.10 -5.09 6.74
H 1.93 -4.19 5.34
H -2.73 -2.44 4.83
*
```

[2]
Below is 6 unconnected molecules or ions with the total composition C42H47F40N3O10S at a distorted geometry, with properties calculated with the ωB97M-V functional and the def2-TZVPD basis.

The value obtained for the molar mass is 1545.8 g mol⁻¹. The SMILES is CCN(CC[C@]1(CCN)C[C@H](O)OS(=O)(=O)[C@@H]1c1ccncc1)C(C)=O.FC(F)C(F)(F)COC(F)(F)C(F)F.FC(F)C(F)(F)COC(F)(F)C(F)F.FC(F)C(F)(F)COC(F)(F)C(F)F.FC(F)C(F)(F)COC(F)(F)C(F)F.FC(F)C(F)(F)COC(F)(F)C(F)F. As for the total energy: -6937.5785 Ha.

ORCA input file:
```
! RIJCOSX wB97M-V def2-TZVPD def2/J DEFGRID3
* xyz 0 1
C 1.06 7.44 2.06
C 0.35 7.37 0.55
N 0.87 6.11 -0.10
C -0.25 5.20 -0.58
C -0.35 3.97 0.50
C -1.32 2.71 -0.02
C -1.11 2.31 -1.59
C 0.36 1.75 -2.01
N 1.52 2.71 -1.82
C -2.87 3.34 0.05
C -3.69 2.90 1.40
O -4.94 3.73 1.41
O -2.99 3.23 2.66
S -1.83 1.95 2.80
O -0.68 2.52 3.66
O -2.46 0.67 3.49
C -1.32 1.46 1.04
C 0.07 0.63 1.17
C 1.51 1.14 1.74
C 2.77 0.14 1.73
N 2.91 -1.28 1.32
C 1.57 -1.71 0.85
C 0.17 -0.93 0.71
C 1.82 6.40 -1.25
C 1.41 7.11 -2.67
O 3.11 6.03 -1.09
H 0.27 7.76 2.89
H 1.33 6.32 2.32
H 2.04 8.07 2.08
H -0.80 7.39 0.75
H 0.72 8.34 -0.02
H 0.02 4.88 -1.68
H -1.27 5.81 -0.67
H -0.88 4.42 1.46
H 0.74 3.61 0.71
H -1.36 3.24 -2.28
H -1.89 1.46 -1.87
H 0.65 0.69 -1.54
H 0.31 1.54 -3.19
H 2.34 2.14 -1.52
H 1.72 3.28 -2.67
H -2.89 4.51 0.00
H -3.45 2.84 -0.86
H -4.07 1.78 1.40
H -5.42 3.45 2.26
H -2.15 0.69 0.68
H 1.61 2.23 2.16
H 3.79 0.62 2.13
H 1.53 -2.86 0.52
H -0.78 -1.48 0.28
H 2.28 7.88 -2.92
H 0.37 7.64 -2.69
H 1.47 6.29 -3.53
F 4.66 -5.20 5.88
C 3.76 -4.94 4.91
F 3.32 -6.14 4.45
C 4.34 -4.11 3.77
F 5.32 -4.78 3.11
F 3.35 -3.89 2.85
C 4.88 -2.73 4.19
O 6.29 -2.64 4.42
C 6.72 -3.05 5.72
F 5.64 -3.17 6.52
F 7.43 -2.00 6.21
C 7.60 -4.30 5.69
F 6.96 -5.36 5.12
F 7.93 -4.69 6.95
H 2.90 -4.43 5.37
H 4.70 -2.06 3.33
H 4.30 -2.28 5.00
H 8.52 -4.12 5.13
F 7.02 -9.71 -0.05
C 6.11 -10.50 -0.66
F 6.37 -10.43 -1.99
C 4.68 -10.07 -0.37
F 4.42 -8.83 -0.88
F 3.83 -10.92 -1.03
C 4.28 -10.09 1.11
O 4.35 -8.84 1.81
C 5.65 -8.50 2.30
F 6.46 -9.58 2.22
F 5.48 -8.26 3.63
C 6.24 -7.25 1.62
F 6.34 -7.41 0.28
F 7.50 -7.00 2.08
H 6.28 -11.54 -0.35
H 3.21 -10.35 1.14
H 4.77 -10.90 1.66
H 5.62 -6.37 1.82
F -2.45 4.24 -5.54
C -2.03 5.33 -6.21
F -0.72 5.50 -5.88
C -2.84 6.58 -5.86
F -2.68 6.92 -4.55
F -2.33 7.63 -6.58
C -4.34 6.49 -6.18
O -5.20 6.14 -5.09
C -5.31 4.74 -4.83
F -4.77 4.05 -5.86
F -6.64 4.47 -4.85
C -4.73 4.33 -3.46
F -3.41 4.67 -3.35
F -4.79 2.99 -3.29
H -2.07 5.12 -7.28
H -4.66 7.51 -6.45
H -4.54 5.89 -7.07
H -5.27 4.82 -2.65
F -8.79 8.69 -8.70
C -8.59 10.02 -8.58
F -7.68 10.36 -9.54
C -8.10 10.42 -7.20
F -6.87 9.90 -6.94
F -7.93 11.78 -7.19
C -9.05 10.07 -6.04
O -8.76 8.86 -5.34
C -9.27 7.67 -5.94
F -10.15 8.01 -6.91
F -10.02 7.06 -4.97
C -8.17 6.72 -6.41
F -7.34 7.32 -7.31
F -8.70 5.63 -7.04
H -9.53 10.53 -8.83
H -8.92 10.86 -5.29
H -10.11 10.14 -6.33
H -7.56 6.37 -5.57
F 0.24 -10.54 5.79
C 0.18 -11.40 6.83
F -0.53 -10.77 7.80
C 1.56 -11.80 7.34
F 2.23 -10.73 7.85
F 1.40 -12.66 8.39
C 2.46 -12.50 6.31
O 3.41 -11.68 5.63
C 2.90 -10.97 4.50
F 1.68 -11.46 4.18
F 3.71 -11.30 3.46
C 2.90 -9.45 4.69
F 2.17 -9.07 5.77
F 2.35 -8.82 3.62
H -0.39 -12.28 6.52
H 3.08 -13.21 6.87
H 1.89 -13.13 5.62
H 3.92 -9.07 4.82
*
```

What is the molar mass in the first record? 827.7 g mol⁻¹